170
Properties=species:S:1:pos:R:3:forces:R:3:mulliken_charge:R:1 method="wB97M-V/def2-TZVPD" orbital_gap_ev=9.5 max_force_ev_per_a=3.7 charge=+3
N -0.7815 0.3687 -1.3985 -1.488 1.557 -0.370 0.55
O -0.0796 -0.3095 -0.6525 0.272 0.068 0.647 -0.64
O -1.3590 1.4650 -0.9958 1.536 -2.339 -0.356 -0.62
O -0.9616 -0.0236 -2.5834 0.068 0.417 0.425 -0.38
C -3.0114 8.6773 1.5168 -1.672 -0.731 -0.127 -1.14
C -4.0783 7.4975 1.7775 3.492 0.839 -0.707 -0.38
N -3.8032 6.8131 3.1426 -1.811 -0.923 -0.342 0.15
C -4.1400 7.8687 4.1543 0.392 -0.094 -0.600 -1.08
C -4.8633 5.6922 3.2594 -0.087 -0.426 -0.358 -0.61
C -5.0439 4.9279 4.5983 0.423 -0.132 -1.848 -1.13
C -2.4416 6.1815 3.3905 -0.350 -0.746 1.054 -1.00
C -2.1522 4.9074 2.6072 -0.049 -0.172 -2.508 -0.21
O -2.1460 5.2199 1.1749 0.857 -0.579 -0.052 -0.38
C -1.3067 4.2633 0.3757 -1.006 0.285 2.302 -0.27
H -3.1915 9.4984 2.2319 0.707 -0.412 -0.251 0.36
H -3.1951 9.1307 0.5147 0.000 -0.588 0.643 0.40
H -2.0187 8.2069 1.4893 -0.192 0.612 0.284 0.32
H -3.8621 6.8041 0.9579 -0.593 -0.280 0.538 0.30
H -5.0712 7.8840 1.8059 -0.689 -0.032 0.028 0.53
H -3.3278 8.5622 4.0372 0.097 0.559 0.653 0.49
H -4.2180 7.4432 5.1306 0.315 -0.183 0.598 0.45
H -5.0957 8.3510 3.9195 0.287 -0.238 -0.191 0.31
H -4.6100 4.9489 2.4833 -0.303 0.641 0.160 0.38
H -5.7884 6.1909 2.9747 -0.045 -0.106 0.060 0.58
H -5.9458 4.3086 4.4569 0.275 0.408 0.263 0.40
H -5.1390 5.5910 5.4197 -0.297 0.356 0.911 0.31
H -4.2143 4.2381 4.7441 0.038 0.045 0.229 0.29
H -2.5086 5.8102 4.4487 0.240 0.791 -0.698 0.34
H -1.6406 6.9237 3.2877 -0.378 -0.180 -0.005 0.45
H -2.8937 4.0909 2.6941 0.230 0.455 0.597 0.29
H -1.1886 4.4657 2.9125 -0.146 0.520 0.094 0.42
H -0.2917 4.5758 0.4674 0.886 0.406 -0.019 0.38
H -1.5734 4.2315 -0.6750 -0.535 -0.019 0.237 0.13
H -1.3825 3.3070 0.9185 -0.138 -0.024 -0.916 -0.02
C -0.7476 0.5567 -6.9615 2.147 1.899 0.831 -1.97
C -1.2785 1.4008 -5.7981 -1.141 -1.139 0.074 0.06
N -2.8098 1.3740 -5.6927 -0.327 1.624 0.701 0.56
C -3.2818 0.0889 -5.0804 0.002 0.102 0.471 -0.73
C -3.2421 2.6215 -4.7468 0.123 -2.306 0.113 -0.58
C -2.6124 2.5303 -3.3121 -2.879 1.464 -0.751 -1.02
C -3.5177 1.4874 -7.0503 0.754 -0.011 0.583 -0.72
C -3.5795 2.8519 -7.6662 0.927 1.286 -0.246 -0.84
O -2.2261 3.3205 -7.8161 -0.335 0.229 -1.165 -0.17
C -2.1095 4.3486 -8.8560 -1.549 -1.249 -0.304 -0.85
H -0.9501 -0.4803 -7.0896 -1.061 -0.629 -0.011 0.33
H 0.2875 0.5095 -6.6127 0.458 -0.097 -0.404 0.54
H -0.6803 1.1566 -7.8801 -0.444 -0.548 0.137 0.45
H -0.9840 2.4380 -5.9126 0.011 0.001 -0.191 0.40
H -0.9280 1.0328 -4.8128 -0.237 0.112 -0.551 0.13
H -3.2413 -0.7640 -5.7759 0.594 0.481 0.100 0.42
H -4.3387 0.2772 -4.9723 -0.402 -0.249 0.664 0.53
H -2.7638 -0.1202 -4.1071 -0.469 0.268 -1.019 -0.06
H -4.3496 2.5990 -4.8234 0.665 0.026 0.447 0.48
H -2.8765 3.5246 -5.2211 0.097 -0.099 -0.327 0.37
H -3.1889 3.3710 -2.7876 1.150 -0.958 -0.406 0.33
H -1.5835 2.7514 -3.3985 1.089 0.416 0.216 0.31
H -2.7139 1.6498 -2.6876 -0.303 -0.137 -0.529 0.20
H -4.4811 0.9662 -7.0249 0.198 0.322 0.247 0.47
H -2.8318 0.9416 -7.6764 -0.236 -0.440 -0.519 0.37
H -4.0981 3.6860 -7.1965 -0.569 -0.455 0.702 0.44
H -4.0722 2.7605 -8.6307 0.042 -0.337 -0.308 0.60
H -1.3585 4.0795 -9.5688 0.797 -0.348 -0.097 0.28
H -1.8712 5.2854 -8.4106 -0.014 0.772 0.330 0.29
H -3.0430 4.3923 -9.4894 0.715 0.201 0.964 0.34
C 6.4525 1.8489 2.0966 -1.104 -0.966 0.307 -1.37
C 6.5569 0.8322 0.9609 -1.300 -1.241 -0.251 -0.53
C 5.2236 0.6929 0.0831 0.758 -1.476 2.216 -0.26
C 5.3425 -0.5568 -0.8673 -1.055 0.003 2.100 -1.31
P 3.7352 -1.2006 -1.4270 -0.458 1.647 -0.458 0.03
C 2.7577 0.2090 -2.0181 -0.441 0.199 -0.783 1.05
C 3.4144 1.0258 -3.1539 -1.132 -0.330 0.834 -1.56
C 2.3623 2.0321 -3.7104 1.425 0.169 1.066 0.67
C 3.0823 2.9474 -4.6681 -1.537 0.596 0.260 -1.80
C 2.8078 -1.8440 -0.0759 -0.698 1.082 1.104 1.13
C 3.5861 -2.5264 1.0153 -0.214 0.444 1.057 -0.38
C 4.1800 -3.8487 0.6157 1.842 -0.375 0.228 0.24
C 5.0374 -4.3622 1.8500 -0.377 1.395 -2.118 -1.43
C 3.8932 -2.4286 -2.7050 1.607 0.675 0.013 -0.91
C 2.7354 -3.3563 -2.9426 -1.479 -1.342 -1.630 -1.14
C 1.3160 -2.7107 -3.3520 2.894 1.928 1.028 -0.25
C 1.3491 -1.5878 -4.4104 0.719 -1.089 -0.711 -0.25
H 7.3444 2.0929 2.6309 0.974 -0.088 -0.099 0.43
H 5.7621 1.5350 2.9007 0.025 -0.102 -0.495 0.27
H 6.0630 2.7551 1.6992 -0.325 0.977 -0.297 0.36
H 6.7456 -0.2065 1.3038 0.331 0.669 0.140 0.28
H 7.3277 1.1125 0.2633 0.549 0.030 -0.164 0.40
H 5.1333 1.6417 -0.3754 -0.579 0.727 -1.082 0.69
H 4.3715 0.5476 0.7933 0.475 0.209 -0.512 -0.12
H 5.7360 -1.4173 -0.2796 0.180 0.605 -0.359 0.57
H 6.0238 -0.3061 -1.6265 0.753 -0.084 -1.389 0.83
H 2.5366 0.9150 -1.2023 0.082 -0.533 0.067 1.02
H 1.7791 -0.1572 -2.4090 0.604 0.063 0.620 -1.52
H 3.7831 0.3445 -3.9150 -0.079 0.114 -0.477 0.52
H 4.2973 1.5183 -2.7537 0.026 0.424 -0.085 0.59
H 1.9115 2.6424 -2.8840 0.564 -0.512 -0.411 0.23
H 1.5130 1.5418 -4.1489 -0.246 -0.622 -0.404 -0.44
H 3.7553 3.5846 -4.1524 0.802 0.530 0.495 0.44
H 2.3569 3.5837 -5.1293 -0.480 0.699 -0.385 0.47
H 3.5783 2.4869 -5.4717 0.789 -1.020 -0.873 0.40
H 1.9535 -2.4002 -0.4438 -0.017 -0.426 -0.306 0.18
H 2.3170 -0.9497 0.3454 0.141 -0.109 -0.062 -0.92
H 2.8685 -2.6446 1.8765 0.763 -0.055 -0.555 -0.15
H 4.4018 -1.8491 1.3786 -0.683 -0.477 -0.120 0.24
H 4.9686 -3.6632 -0.2110 -1.420 -0.489 0.915 0.21
H 3.3784 -4.5111 0.2419 0.574 -0.010 0.194 0.09
H 5.8750 -3.6592 1.8492 -0.188 0.175 0.770 0.37
H 5.5255 -5.2768 1.6867 0.236 -1.549 -0.325 0.46
H 4.4816 -4.3935 2.7627 -0.251 0.178 0.622 0.27
H 4.7786 -3.0331 -2.4198 -0.297 0.299 -0.261 0.76
H 4.2222 -1.7896 -3.5656 -0.379 -0.921 0.215 0.66
H 2.5875 -4.1112 -2.1186 0.172 1.047 -0.471 0.14
H 3.1266 -4.0124 -3.7820 -0.792 0.660 0.659 0.53
H 0.8419 -2.2596 -2.4894 0.153 0.186 0.649 -0.46
H 0.6623 -3.4496 -3.5892 -1.706 -2.453 -1.048 1.36
H 0.4613 -0.9474 -4.2598 0.689 -0.077 -0.228 -0.35
H 1.4093 -1.9803 -5.4595 -0.375 0.202 0.848 0.41
H 2.3178 -1.0801 -4.2927 -0.694 0.464 -0.088 -0.03
C -0.6572 -5.1911 -1.2577 -0.741 -0.028 -1.513 -1.35
C 0.1332 -5.2218 0.0038 1.172 -1.603 0.918 0.18
C -0.3832 -4.3780 1.1315 -0.542 0.657 0.936 0.06
C 0.3781 -4.6339 2.4832 0.163 -0.433 -1.651 -0.38
P -0.2361 -3.5911 3.8144 0.101 -0.285 1.146 0.73
C 0.1769 -1.7776 3.7781 0.594 -1.076 -0.964 -0.38
C -0.4951 -1.1466 2.5484 0.624 0.246 -0.520 0.61
C -0.3890 0.3918 2.5747 -0.294 0.021 -0.226 -1.06
C 0.9618 1.0162 2.2886 0.342 -0.925 1.121 -0.98
C -2.0213 -3.8435 4.0242 0.418 -0.487 -1.251 -1.68
C -2.4311 -5.3381 4.2224 0.328 1.029 0.331 -0.56
C -3.9505 -5.4114 4.1769 -0.102 -0.840 0.689 -0.55
C -4.5637 -6.7048 4.8135 0.846 0.029 -1.265 -1.28
C 0.4736 -4.2713 5.3142 0.407 2.821 -0.070 -1.51
C 1.9983 -4.1729 5.4368 -0.639 -1.124 0.279 -0.30
C 2.4566 -4.8530 6.7817 -0.384 2.030 -0.034 -0.45
C 2.1939 -6.3213 6.9601 -0.951 0.249 -3.288 -1.40
H -0.8008 -4.1705 -1.6438 0.304 -0.082 0.145 0.08
H -1.6967 -5.5623 -1.1450 0.674 -0.147 0.026 0.42
H -0.1252 -5.7666 -2.0605 -0.686 0.369 0.686 0.40
H 0.1064 -6.2332 0.4710 0.156 0.091 -0.802 0.48
H 1.2278 -5.0733 -0.2439 -1.044 0.282 0.551 -0.29
H -0.3450 -3.3468 0.8760 0.162 1.056 -0.356 -0.23
H -1.4966 -4.5371 1.3188 1.305 -0.261 -0.296 0.26
H 0.1522 -5.7283 2.5991 0.451 0.958 0.967 0.85
H 1.5118 -4.5096 2.4573 -1.406 -0.115 -0.310 -0.13
H -0.2609 -1.3659 4.6987 0.449 -0.135 -0.026 0.61
H 1.3128 -1.6813 3.7226 -1.489 -0.004 0.390 0.35
H -0.0062 -1.5765 1.6301 -0.540 0.731 0.713 -0.92
H -1.5536 -1.4537 2.5292 0.289 0.253 -0.117 0.29
H -1.0502 0.8264 1.8669 -0.675 -0.114 -1.364 0.29
H -0.8727 0.8044 3.4454 0.326 -0.214 1.152 0.71
H 1.7775 0.5388 2.8396 0.088 -0.183 -0.217 0.37
H 1.0422 2.0348 2.5617 -0.357 1.219 0.687 0.58
H 1.1527 1.0567 1.2520 0.325 -0.576 -1.356 -0.14
H -2.4877 -3.4480 3.1343 -0.268 0.053 -0.547 0.63
H -2.3943 -3.1971 4.7970 0.003 0.153 0.754 0.79
H -2.0871 -5.5513 5.2413 -0.040 -0.650 -0.277 0.30
H -1.9554 -5.9856 3.4730 -0.024 0.060 0.346 0.34
H -4.3006 -5.2484 3.1326 0.010 0.015 0.817 0.38
H -4.2452 -4.6227 4.8625 -0.596 0.523 -0.418 0.32
H -4.0893 -7.6057 4.3442 -0.637 0.596 0.427 0.32
H -5.6353 -6.6772 4.5988 0.158 -0.336 0.168 0.39
H -4.4041 -6.7534 5.8970 0.005 0.121 -0.278 0.34
H 0.1082 -5.2502 5.3453 -0.469 -1.573 0.533 0.77
H 0.0014 -3.6003 6.0525 0.010 -0.683 0.345 0.49
H 2.3343 -3.1260 5.3408 -0.051 -0.455 0.306 0.28
H 2.3640 -4.7281 4.5700 0.601 -0.049 0.112 0.16
H 1.9118 -4.2984 7.6077 0.871 -0.397 -0.763 0.30
H 3.5267 -4.6170 6.8199 -0.168 -0.218 0.505 0.40
H 2.6825 -6.9192 6.1882 -0.022 0.087 -0.302 0.31
H 1.1436 -6.5994 6.9389 -0.241 0.170 -0.003 0.32
H 2.5757 -6.7007 7.8144 1.222 -0.834 3.073 0.51